# 1
The molecule C6H8N2O in a non-equilibrium geometry, computed with ωB97M-V with the def2-TZVPD basis set.

Kohn-Sham gap: 9.97 eV
SMILES: CC(=O)c1nccn1C
total energy: -11375.617 eV
highest occupied orbital energy: -9.21 eV

XYZ file:
```
17
C6H8N2O, DFT ωB97M-V with the def2-TZVPD basis set
C 2.3087 -0.7884 0.7199
C 1.4468 -0.2690 -0.5042
O 2.0582 0.3200 -1.3998
C -0.0255 -0.5222 -0.4977
N -0.5277 -1.6802 -0.5906
C -1.9121 -1.3711 -0.3807
C -2.1285 -0.0874 -0.1780
N -0.8958 0.5213 -0.1826
C -0.5597 1.8847 -0.0618
H 1.8319 -0.2457 1.6434
H 3.2915 -0.5555 0.5045
H 1.9622 -1.9794 0.8810
H -2.4508 -2.1573 -0.3628
H -2.8480 0.4026 0.1621
H -0.1254 1.9881 0.9133
H -1.5044 2.4470 -0.0672
H 0.0784 2.0924 -0.5988
```

=====

# 2
A cluster of 9 separate species, C22H46Br12N2O5 in total in a non-equilibrium geometry, computed with ωB97M-V with the def2-TZVPD basis set.

Kohn-Sham gap: 9.23 eV
SMILES: CCOC(=O)OC.CN(C)C=O.CN(C)C=O.BrCCBr.BrCCBr.BrCCBr.BrCCBr.BrCCBr.BrCCBr
total energy: -877288.997 eV
highest occupied orbital energy: -9.06 eV

XYZ file:
```
87
C22H46Br12N2O5, DFT ωB97M-V with the def2-TZVPD basis set
C 1.6568 -3.7590 -0.5685
C 2.8020 -4.7363 -0.6601
O 4.0274 -4.1739 -0.1255
C 4.9668 -3.6390 -0.9464
O 4.8693 -3.5367 -2.1270
O 6.0617 -3.2865 -0.2467
C 7.0767 -2.5595 -0.9431
H 0.7068 -4.1220 -0.9657
H 1.8873 -2.7811 -0.9798
H 1.4233 -3.6220 0.4943
H 2.9586 -5.0111 -1.7050
H 2.5768 -5.6172 -0.0716
H 7.3311 -3.0431 -1.8851
H 7.9505 -2.5425 -0.2995
H 6.7633 -1.5308 -1.1157
C -2.3031 -0.4592 5.3781
N -3.6179 -0.9396 5.0032
C -3.6686 -1.9765 4.0146
C -4.7185 -0.6943 5.7692
O -5.8107 -1.0954 5.5429
H -2.3120 0.2056 6.2451
H -1.8586 0.1360 4.5765
H -1.6397 -1.2951 5.6323
H -4.5303 -2.6075 4.2072
H -3.6962 -1.5614 3.0060
H -2.7863 -2.6223 4.0999
H -4.5226 -0.0741 6.6550
C 1.1242 5.9754 -1.8234
N 1.1551 4.5095 -1.6252
C 2.4134 3.9482 -1.1318
C 0.1234 3.7337 -1.9500
O 0.1747 2.4904 -2.0719
H 0.1790 6.2901 -2.2528
H 1.9197 6.2396 -2.5215
H 1.2891 6.4427 -0.8531
H 3.0217 3.7252 -2.0140
H 2.8840 4.5802 -0.3878
H 2.1485 3.0049 -0.6528
H -0.7593 4.3399 -2.2028
Br -0.1402 -1.2288 1.3071
C -0.1027 0.5326 0.4224
C -1.5069 1.0921 0.3343
Br -2.2884 1.2143 2.1166
H 0.3243 0.3476 -0.5551
H 0.5419 1.2199 0.9527
H -2.1856 0.4930 -0.2490
H -1.4062 2.1127 -0.0101
Br -1.0453 -0.6583 -2.7355
C -1.4340 0.6029 -4.1536
C -0.1909 0.7725 -4.9654
Br -0.5325 2.0042 -6.4307
H -1.6930 1.5316 -3.6612
H -2.2475 0.2280 -4.7589
H 0.0954 -0.1754 -5.4050
H 0.6228 1.1951 -4.3988
Br -4.2091 3.2543 -0.2380
C -5.1416 2.5073 -1.8022
C -6.6033 2.7802 -1.6235
Br -7.4786 2.2647 -3.2911
H -4.9398 1.4466 -1.7375
H -4.7111 2.9427 -2.6878
H -6.7952 3.8278 -1.4471
H -7.0121 2.1700 -0.8327
Br -0.0275 2.5174 5.0662
C 1.1690 1.1614 4.3708
C 2.4281 1.7918 3.8800
Br 2.1012 2.7629 2.2570
H 0.6679 0.5342 3.6361
H 1.4146 0.4845 5.1924
H 3.2267 1.0516 3.7929
H 2.8202 2.4642 4.6410
Br 3.6744 0.5860 -0.6170
C 2.9603 0.5370 -2.4381
C 4.0853 0.4131 -3.4116
Br 3.3456 0.2791 -5.1856
H 2.3622 1.4310 -2.5819
H 2.3065 -0.3271 -2.4485
H 4.6444 -0.4775 -3.1817
H 4.6966 1.3049 -3.3746
Br -2.2552 -6.0262 2.7873
C -2.9694 -4.9499 1.3536
C -1.8229 -4.4178 0.5737
Br -2.4902 -3.3096 -0.8559
H -3.5271 -4.1375 1.7998
H -3.6356 -5.5059 0.7025
H -1.1589 -5.1665 0.1609
H -1.2035 -3.8141 1.2333
```

=====

# 3
A structure of composition C23H30ClIN3OSSbY in a non-equilibrium geometry, computed with ωB97M-V with the def2-TZVPD basis set.

Kohn-Sham gap: 7.34 eV
charge: +1
total energy: -69891.837 eV
highest occupied orbital energy: -10.71 eV

XYZ file:
```
62
C23H30ClIN3OSSbY, DFT ωB97M-V with the def2-TZVPD basis set
Y -1.4127 -0.1509 0.6053
Cl -0.5674 5.6067 4.1629
C -0.4791 3.9923 3.5774
C -0.4873 2.9438 4.4667
C -0.4335 1.6349 3.9972
I -0.5578 -0.0200 5.2747
C -0.3547 1.3225 2.6476
O -0.3284 0.0741 2.2290
C -0.3913 2.4141 1.7192
N -0.5023 2.0934 0.3957
C -0.6735 3.0695 -0.4761
C -0.7040 4.4204 -0.1219
C -0.6049 4.7620 1.2028
C -0.4673 3.7558 2.1797
H -0.5615 3.1249 5.5273
H -0.8081 2.7675 -1.5110
H -0.8334 5.1718 -0.8859
H -0.6653 5.7946 1.5060
C 4.1095 0.0077 -0.3478
C 2.7482 0.0607 0.3192
C 2.7758 -0.6388 1.6662
Sb 1.1097 -0.7552 -0.9369
C 1.4721 -2.9402 -1.1653
C 0.6712 -3.6606 -0.0915
C 2.9464 -3.2821 -1.1037
C 1.4327 0.1329 -2.9718
C 1.8797 1.5834 -2.8721
C 2.3905 -0.6894 -3.8100
H 4.8011 0.6481 0.1947
H 4.0781 0.3515 -1.3778
H 4.5114 -1.0003 -0.3251
H 2.4302 1.1007 0.4559
H 3.0780 -1.6786 1.5617
H 1.8074 -0.6080 2.1632
H 3.5018 -0.1494 2.3150
H 1.0720 -3.1899 -2.1521
H 0.9003 -3.2737 0.9047
H 0.9159 -4.7224 -0.1029
H -0.4032 -3.5599 -0.2683
H 3.3462 -3.1044 -0.1083
H 3.5103 -2.7020 -1.8311
H 3.0816 -4.3378 -1.3317
H 0.4326 0.0874 -3.4162
H 2.9246 1.6484 -2.5771
H 1.2821 2.1504 -2.1585
H 1.7877 2.0621 -3.8463
H 3.3971 -0.6562 -3.4027
H 2.4249 -0.2829 -4.8194
H 2.0774 -1.7273 -3.8749
C -3.6713 -2.9908 -0.9489
C -4.4094 -1.8841 -0.2716
C -5.7963 -1.8521 -0.2238
C -6.3845 -0.7284 0.3494
N -5.6735 0.2426 0.8773
C -4.3577 0.1416 0.8480
S -3.3888 1.3607 1.5482
N -3.6793 -0.8983 0.2674
H -4.2900 -3.8820 -1.0093
H -2.7463 -3.2224 -0.4166
H -3.4199 -2.6859 -1.9658
H -6.3857 -2.6559 -0.6307
H -7.4570 -0.5980 0.3924
```

=====

# 4
A cluster of 2 separate species, H3OPS2 in total in a non-equilibrium geometry, computed with ωB97M-V with the def2-TZVPD basis set.

Kohn-Sham gap (spin up / spin down): 7.28 / 6.68 eV
2S+1: 3
total energy: -33053.294 eV
highest occupied orbital energy (spin up / spin down): -6.62 / -9.65 eV

XYZ file:
```
7
H3OPS2, DFT ωB97M-V with the def2-TZVPD basis set
O 0.8355 0.2750 2.1120
P 0.2854 -0.8933 1.1098
S -1.5075 -1.2466 1.7074
S -0.5784 0.4339 -1.7141
H 1.7528 0.5299 2.0040
H -0.5679 -0.4955 -2.6682
H -0.2200 1.3966 -2.5510
```

=====

# 5
A cluster of 3 separate species, C23H44BBrN5O13P3S2 in total in a non-equilibrium geometry, computed with ωB97M-V with the def2-TZVPD basis set.

Kohn-Sham gap: 6.33 eV
SMILES: COC[C@@]1(CCCSC(=S)n2ccnc2)NC(=O)[C@](N=C=O)([PH2]=O)[C@@]1(C[C@H](C)Br)B(N)O.COP(=O)(OC)OC.COP(=O)(OC)OC
total energy: -178882.500 eV
highest occupied orbital energy: -8.95 eV

XYZ file:
```
92
C23H44BBrN5O13P3S2, DFT ωB97M-V with the def2-TZVPD basis set
C 2.6319 1.7459 1.9878
O 2.4090 1.2934 0.6359
C 2.8068 -0.0966 0.4909
C 4.0429 -0.2735 -0.5148
C 3.2637 -0.6143 -1.8754
C 2.4268 0.6166 -2.4417
C 0.8719 0.5427 -2.1681
S 0.0412 -0.9168 -2.9292
C -0.9302 -1.7078 -1.5873
S -1.0768 -3.3426 -1.5583
N -1.6091 -0.9432 -0.5549
C -2.9912 -0.6308 -0.4498
C -3.2478 0.1503 0.7459
N -1.9792 0.3069 1.4182
C -1.0906 -0.3585 0.6259
N 4.8869 0.9573 -0.5985
C 5.8156 0.9280 0.4931
O 6.3955 1.9176 0.8726
C 5.9968 -0.5806 1.0753
N 5.3265 -0.4372 2.4046
C 5.7989 -1.1645 3.2997
O 6.2203 -1.8583 4.1281
P 7.8095 -1.0310 1.3371
O 8.4602 0.0867 2.1326
C 5.1833 -1.3149 -0.0954
C 6.0282 -1.8949 -1.3264
C 7.0015 -0.8714 -2.0338
C 6.4181 -0.1189 -3.2885
Br 8.5381 -1.9694 -2.7345
B 4.5196 -2.6981 0.4693
N 3.1781 -3.1902 0.0709
O 5.2630 -3.5262 1.3649
H 3.6863 1.5464 2.3267
H 1.8689 1.3137 2.6990
H 2.5059 2.8702 1.9666
H 1.8794 -0.6324 0.1199
H 2.9952 -0.4858 1.5281
H 2.5196 -1.4566 -1.7245
H 3.9446 -0.9551 -2.6991
H 2.7756 1.6259 -2.0961
H 2.5680 0.6059 -3.5678
H 0.4213 1.4770 -2.6291
H 0.6311 0.5998 -1.0731
H -3.7836 -0.9369 -1.1723
H -4.2123 0.5528 1.1340
H -0.0214 -0.3860 0.9681
H 4.3940 1.8307 -0.7817
H 7.9749 -2.3142 1.9740
H 8.5620 -1.1187 0.1193
H 5.3394 -2.3959 -2.0735
H 6.6727 -2.7293 -0.9086
H 7.4768 -0.1092 -1.3674
H 7.2134 0.6000 -3.6545
H 6.1433 -0.8383 -4.1067
H 5.5073 0.5042 -3.0723
H 3.1907 -3.3636 -0.9437
H 2.9133 -4.0432 0.5679
H 4.7117 -4.2539 1.6999
C -2.2682 1.8353 5.0957
O -3.4694 2.5934 5.2156
P -4.1597 3.1616 3.7622
O -2.8558 3.8272 3.3407
O -5.0965 4.1997 4.6115
C -4.4713 5.1113 5.5057
O -4.9158 3.6228 2.3082
C -5.0717 5.0044 2.0381
H -2.1558 1.2259 5.9938
H -2.2957 1.1850 4.2218
H -1.4150 2.5129 5.0312
H -3.4369 5.3200 5.2257
H -4.5042 4.7081 6.5186
H -5.0327 6.0471 5.4832
H -4.1865 5.5768 2.3184
H -5.9475 5.3921 2.5616
H -5.2356 5.1164 0.9653
C -8.4989 -0.0397 -5.0056
O -8.2531 -0.3851 -3.6455
P -6.9615 -1.4595 -3.3498
O -7.4950 -2.5003 -4.3236
O -7.5454 -1.7132 -1.8432
C -8.8854 -2.1660 -1.6940
O -5.5816 -2.3858 -2.9859
C -5.7604 -3.6526 -2.3744
H -9.0475 0.9029 -5.0270
H -7.5678 0.0754 -5.5587
H -9.1183 -0.8084 -5.4708
H -9.2419 -2.6984 -2.5778
H -9.5364 -1.3153 -1.4892
H -8.9203 -2.8464 -0.8414
H -6.6012 -4.1980 -2.8050
H -5.9053 -3.5325 -1.2994
H -4.8491 -4.2302 -2.5355
```

=====

# 6
The molecule C18H25NO4, computed with ωB97M-V with the def2-TZVPD basis set.

Kohn-Sham gap: 9.17 eV
SMILES: CCOC(=O)C1CCN(C(=O)CCCOc2ccccc2)CC1
total energy: -28752.720 eV
highest occupied orbital energy: -8.45 eV

XYZ file:
```
48
C18H25NO4, DFT ωB97M-V with the def2-TZVPD basis set
C 5.1037 -1.5713 -3.2950
C 4.6103 -1.7069 -1.8671
O 3.2182 -2.0346 -1.8992
C 2.5479 -1.9351 -0.7520
O 3.0538 -1.6076 0.2902
C 1.0853 -2.3106 -0.9426
C 0.3168 -2.1338 0.3685
C 0.1688 -0.6578 0.7304
N -0.3133 0.1109 -0.4005
C -0.3758 1.4608 -0.4306
O -0.7702 2.0638 -1.4153
C 0.0761 2.1760 0.8306
C -0.4353 3.6155 0.8730
C -1.9650 3.6887 0.9536
O -2.4687 3.0008 2.0843
C -2.8173 1.6867 2.0075
C -3.1635 0.9971 0.8486
C -3.5277 -0.3366 0.9222
C -3.5547 -1.0036 2.1332
C -3.2273 -0.3164 3.2916
C -2.8640 1.0129 3.2315
C -0.7177 -0.6445 -1.5650
C 0.4444 -1.4887 -2.0841
H 4.9413 -2.4995 -3.8359
H 6.1650 -1.3408 -3.2935
H 4.5679 -0.7746 -3.8040
H 5.1439 -2.5029 -1.3358
H 4.7412 -0.7756 -1.3053
H 1.0876 -3.3712 -1.2147
H 0.8604 -2.6268 1.1751
H -0.6631 -2.6035 0.2832
H -0.5287 -0.5665 1.5739
H 1.1458 -0.2783 1.0444
H 1.1696 2.1754 0.8451
H -0.2686 1.6391 1.7143
H -0.0070 4.1178 1.7420
H -0.1253 4.1406 -0.0308
H -2.2703 4.7304 1.0915
H -2.3988 3.3231 0.0218
H -3.1573 1.4805 -0.1151
H -3.8014 -0.8548 0.0143
H -3.8353 -2.0451 2.1776
H -3.2515 -0.8206 4.2464
H -2.6089 1.5620 4.1247
H -1.5741 -1.2774 -1.3117
H -1.0292 0.0777 -2.3224
H 1.1906 -0.8276 -2.5257
H 0.0817 -2.1472 -2.8730
```

=====

# 7
A structure of composition C2H10N3 in a non-equilibrium geometry, computed with ωB97M-V with the def2-TZVPD basis set.

Kohn-Sham gap: 11.54 eV
charge: +1
total energy: -6700.303 eV
highest occupied orbital energy: -14.39 eV

XYZ file:
```
15
C2H10N3, DFT ωB97M-V with the def2-TZVPD basis set
C 1.8621 1.4969 0.2752
N 1.4591 0.5927 -0.8410
H 1.3065 1.2226 1.1674
H 2.9148 1.3621 0.4577
H 1.6606 2.5367 0.0289
H 2.2497 0.0581 -1.1659
H 0.8646 1.0334 -1.5328
H 0.5854 -0.1763 -0.3938
N -2.6502 -1.4953 0.4327
C -1.6405 -0.6276 0.3153
N -0.3880 -0.9229 0.1969
H -2.5394 -2.4458 0.1072
H -3.5949 -1.1509 0.4848
H -1.9193 0.3864 0.5598
H -0.1704 -1.8701 -0.0925
```

=====

# 8
A structure of composition C24H45BrP2Pb in a non-equilibrium geometry, computed with ωB97M-V with the def2-TZVPD basis set.

Kohn-Sham gap (spin up / spin down): 5.37 / 5.36 eV
charge: +2
total energy: -119467.634 eV
highest occupied orbital energy (spin up / spin down): -13.83 / -13.83 eV

XYZ file:
```
73
C24H45BrP2Pb, DFT ωB97M-V with the def2-TZVPD basis set
Pb 0.1959 -0.0022 -0.1811
C -1.7322 1.5749 0.1339
C -2.1380 0.6374 -0.9353
C -1.9631 -0.5575 1.0915
C -1.7128 0.8362 1.3808
C -2.2659 -0.6972 -0.3357
C -1.7268 3.0767 -0.0190
H -1.3950 3.4538 -1.0125
H -1.1181 3.6225 0.7293
H -2.7669 3.4482 0.1101
C -1.6531 1.4286 2.7374
H -1.4456 2.5083 2.7427
H -0.9091 0.9506 3.4033
H -2.6336 1.2832 3.2166
C -2.1438 -1.6506 2.1023
H -3.2214 -1.7495 2.3425
H -1.6262 -1.4448 3.0541
H -1.8064 -2.6628 1.7872
C -3.0710 -1.8491 -0.8348
H -4.1253 -1.6083 -0.5979
H -2.8661 -2.8017 -0.3105
H -3.0502 -2.0813 -1.9180
C -2.8811 1.1538 -2.0855
H -3.8125 1.5673 -1.6618
H -3.1728 0.3877 -2.8073
H -2.3954 1.9874 -2.6197
C 1.5622 0.4190 -3.4255
C 0.5534 1.2822 -3.5732
C -0.0392 1.6199 -4.9135
C -0.9208 0.4623 -5.4777
C -0.9752 -0.7667 -4.6003
C 0.0654 -1.6163 -4.5111
C 1.3657 -1.3793 -5.2245
C 2.2383 -0.2591 -4.5826
H 0.7643 1.8508 -5.6360
H -0.4892 0.1741 -6.4525
H -0.6412 2.5479 -4.8328
H 2.5047 0.4784 -5.3574
H 1.9558 0.0615 -2.4490
H 0.0098 1.7868 -2.7413
H 3.1946 -0.6961 -4.2379
H 1.9274 -2.3278 -5.2940
H -0.0684 -2.6213 -4.0740
H 1.1626 -1.0922 -6.2697
H -1.9358 0.8240 -5.7254
H -1.9672 -1.0656 -4.2057
P 1.8034 1.8554 0.6369
C 1.3886 2.6010 2.1971
H 2.2755 3.2116 2.4050
H 1.2427 1.9091 3.0372
H 0.5206 3.2672 2.1256
C 3.4449 1.2288 0.8459
H 3.9867 2.0923 1.2627
H 3.9215 0.9490 -0.1042
H 3.5266 0.3902 1.5487
C 1.9620 3.2764 -0.3882
H 2.4510 3.0647 -1.3442
H 2.6163 3.9358 0.2026
H 1.0169 3.8064 -0.5748
P 1.0148 -2.4410 -0.2378
C -0.2096 -3.6517 -0.6437
H 0.4082 -4.4795 -1.0184
H -0.9888 -3.4160 -1.3686
H -0.7116 -4.0027 0.2796
C 2.6339 -2.6200 -0.9364
H 2.5929 -2.7944 -2.0162
H 3.0335 -3.5323 -0.4607
H 3.3443 -1.7998 -0.7154
C 1.3980 -3.1953 1.3331
H 1.6042 -4.2298 1.0479
H 0.5628 -3.1745 2.0327
H 2.2835 -2.7586 1.7871
Br 0.9585 -0.5767 2.6278
```

=====

# 9
A structure of composition C20H22IrN6O3S in a non-equilibrium geometry, computed with ωB97M-V with the def2-TZVPD basis set.

Kohn-Sham gap (spin up / spin down): 4.96 / 5.00 eV
charge: +3
total energy: -49826.746 eV
highest occupied orbital energy (spin up / spin down): -17.20 / -17.19 eV

XYZ file:
```
53
C20H22IrN6O3S, DFT ωB97M-V with the def2-TZVPD basis set
Ir -0.4705 -0.3697 -0.3700
C 3.5826 0.8006 1.9284
N 2.5830 0.0046 2.6065
C 2.7515 -0.0929 4.0358
C 1.5803 -0.5112 1.9216
O 1.4679 -0.3038 0.6869
C 0.5535 -1.3877 2.6482
O -0.5387 -1.7262 1.8051
C -0.8193 -3.1063 1.6049
C -0.6645 -3.4520 0.1218
O -0.4770 -2.5157 -0.6913
N -0.7378 -4.7042 -0.2913
C -0.5254 -5.0075 -1.6879
C -1.0191 -5.8588 0.5196
H 4.5727 0.3850 2.1214
H 3.5615 1.8230 2.3073
H 3.3959 0.7990 0.8570
H 3.8067 -0.2354 4.2687
H 2.1903 -0.9088 4.4775
H 2.4396 0.8449 4.5041
H 0.1475 -0.8427 3.5104
H 1.0691 -2.2873 3.0067
H -1.8621 -3.2801 1.9068
H -0.1675 -3.7335 2.2204
H -0.0422 -4.1752 -2.1942
H -1.4804 -5.2115 -2.1759
H 0.0965 -5.8989 -1.7700
H -1.2981 -5.6247 1.5411
H -0.1541 -6.5259 0.5279
H -1.8410 -6.4096 0.0569
S -1.0239 6.8195 -3.1525
N -0.6392 5.4264 -3.8495
C -0.7447 4.4267 -2.9871
C -0.4881 3.0382 -3.2201
C -0.1296 2.5039 -4.4658
C 0.1116 1.1479 -4.5647
C 0.0248 0.3551 -3.4218
N -0.3300 0.8505 -2.2462
C -0.6206 2.1571 -2.1226
C -1.0986 2.6203 -0.8350
N -1.3006 1.6918 0.1227
C -1.7778 2.0722 1.3027
C -2.0638 3.4020 1.6069
C -1.8608 4.3767 0.6496
C -1.3767 3.9899 -0.6085
C -1.1651 4.8984 -1.6948
N -1.3346 6.2134 -1.6989
H -0.0527 3.1590 -5.3224
H 0.3780 0.6930 -5.5056
H 0.2511 -0.7031 -3.4582
H -1.9497 1.2967 2.0385
H -2.4416 3.6570 2.5848
H -2.0684 5.4200 0.8442
```